Molecular formula: C27H82O14
Method: DFT, ωB97M-V/def2-TZVPD

Geometry (Å):
C  0.57  5.14  0.76
H  -4.39  -1.81  0.90
C  3.65  -3.54  1.47
C  4.30  -4.91  1.47
H  1.57  0.35  3.17
H  1.04  3.08  1.31
H  3.14  3.65  2.61
H  -1.53  -6.54  -3.24
O  2.48  -0.79  -3.35
H  1.51  1.20  -2.07
H  1.98  -4.39  1.81
H  -6.43  -1.67  2.89
H  -3.42  2.36  0.76
H  -0.51  4.95  0.77
H  2.38  -0.57  4.44
C  -3.49  0.61  -4.15
H  3.90  -5.62  2.20
H  0.36  -5.73  -0.11
C  1.21  4.11  1.66
H  2.42  0.49  6.90
C  -4.42  -0.87  2.81
H  -0.15  1.64  -2.21
H  -2.83  0.05  -4.81
H  6.59  2.21  -2.59
H  -1.78  -0.04  2.68
C  6.09  4.16  -3.50
H  1.54  -1.00  -0.89
H  0.68  6.15  1.16
O  2.25  -3.65  1.25
H  2.97  5.33  2.27
H  -3.20  -1.42  4.17
H  0.72  -5.53  -2.48
H  -5.58  -1.74  4.45
H  -1.91  -0.74  -3.00
H  -3.09  1.60  -3.94
H  -0.94  0.83  1.74
H  2.94  1.04  4.16
C  -4.40  -0.79  1.30
H  -1.58  0.60  -0.86
H  7.07  4.30  -3.95
O  -0.99  0.51  2.66
O  2.55  -3.25  -1.78
H  -2.21  3.55  1.40
H  3.28  -3.28  3.58
H  -3.52  5.42  0.54
H  3.99  -2.87  0.68
C  -3.25  3.38  1.10
O  0.25  1.88  4.69
O  -3.09  -1.24  3.23
H  -3.58  -0.22  0.87
C  0.53  -0.77  -0.56
H  -0.74  -2.27  -3.36
C  1.01  0.81  5.26
C  -1.32  -5.48  -3.14
C  -3.78  -0.16  -2.84
H  -5.32  -0.28  1.00
H  -2.50  -1.87  -1.13
H  3.75  3.12  -3.02
H  -0.15  -1.23  -1.27
C  -0.26  -5.21  -2.10
H  -1.94  4.48  -1.10
C  1.69  1.23  6.56
H  4.89  -2.81  3.06
H  2.51  -3.21  -0.82
H  5.18  2.52  -5.06
H  -1.15  -4.99  -4.10
H  -4.19  -2.17  -3.69
H  -5.25  3.60  -0.77
C  -5.45  -1.80  3.37
H  -3.24  3.32  -1.61
O  -2.39  -2.75  -0.72
H  0.88  5.10  -0.28
H  6.15  4.68  -2.54
C  0.26  0.72  -0.30
H  4.24  -5.39  0.50
O  -0.16  -3.79  -1.98
C  3.84  -2.80  2.78
C  -4.62  -1.43  -3.01
C  -0.52  -5.84  -0.73
O  -5.12  4.28  -0.11
H  -5.59  -1.21  -3.45
H  5.37  -4.84  1.68
C  5.84  2.69  -3.23
H  -1.12  -2.22  -4.84
C  2.03  0.43  4.15
C  0.67  1.59  -1.49
H  0.95  2.61  -1.23
H  -2.24  -5.05  -2.73
H  0.80  3.44  3.43
O  5.76  2.02  -4.48
O  0.65  4.28  2.97
H  0.89  1.28  7.29
H  -3.85  3.44  2.01
H  -4.34  0.50  -2.17
O  -0.86  -1.66  -4.10
H  3.31  -3.80  -1.98
H  4.27  1.45  -2.59
H  -4.65  0.15  3.14
H  3.20  4.27  0.92
C  -3.74  4.43  0.13
H  1.62  -0.91  -3.77
H  3.53  -1.76  2.68
H  -0.85  -6.87  -0.87
H  2.20  2.18  6.37
H  -4.73  -1.92  -2.03
C  4.51  2.51  -2.53
H  -1.82  -3.24  -1.33
H  0.44  -1.27  0.40
H  -5.17  -2.82  3.10
H  -3.40  5.03  -1.93
H  -1.34  -5.31  -0.23
O  -1.12  0.93  -0.06
C  2.70  4.34  1.89
H  0.77  -3.65  -1.71
H  2.65  -1.62  -2.89
H  4.49  2.85  -1.49
O  -2.53  -0.47  -2.29
C  -3.02  4.32  -1.20
H  0.83  1.00  0.59
H  -4.41  0.78  -4.72
H  0.31  0.00  5.47
H  5.32  4.63  -4.10
H  -0.28  1.46  4.00

As for the net charge: 0. The value obtained for the molar mass is 630.94 g mol⁻¹.

---

Molecular formula: C27H83N19O12Rb
Method: DFT, ωB97M-V/def2-TZVPD

Geometry (Å):
H  -1.55  -4.26  -3.40
H  1.30  -4.71  2.96
N  3.46  -2.27  -3.64
N  2.71  -5.22  -2.38
N  4.36  -1.04  1.02
H  1.25  5.54  3.13
H  -0.58  1.71  2.37
H  3.38  -1.91  -2.70
N  -3.20  1.53  -3.45
H  -5.99  5.58  3.00
N  3.12  -4.26  1.58
H  -4.60  2.91  -0.63
N  -4.18  4.59  -1.75
H  6.57  -0.78  -0.17
H  0.05  -0.58  6.61
H  5.75  -0.40  -1.64
C  -5.09  4.64  0.45
H  -3.80  2.33  7.15
H  1.08  5.99  -0.03
H  1.86  -0.20  2.41
C  -4.05  -2.95  -1.17
C  1.06  5.06  0.54
C  -0.59  -5.46  -1.21
H  -3.42  4.30  -2.35
H  -6.14  4.73  0.15
C  3.26  -6.38  -2.25
H  -3.53  -0.83  1.69
H  -0.97  -0.11  1.87
H  3.67  2.71  1.36
N  0.54  -2.07  -6.76
H  3.54  -1.44  1.45
H  -5.04  -3.18  -1.56
H  -2.33  4.79  0.22
C  4.07  2.83  0.36
H  3.94  -4.33  1.00
H  1.65  0.08  6.77
C  -3.02  1.32  4.11
N  -3.28  2.42  6.29
H  -0.17  -2.07  -7.47
C  -3.06  1.11  5.68
H  -2.09  3.28  -0.72
H  -3.77  2.08  3.90
H  1.14  4.17  -0.08
H  -4.78  0.24  1.90
C  4.64  -2.72  -4.09
C  -4.29  0.39  6.12
O  1.56  1.64  -1.93
N  4.24  -6.57  -3.14
H  -4.14  5.60  -1.74
O  3.67  -0.89  -1.03
C  -3.07  -4.93  -1.73
H  2.59  -2.14  -4.14
H  -1.89  -5.75  -4.08
H  0.01  -4.56  -1.38
Rb  0.49  -0.93  -1.24
N  5.62  -2.61  -3.22
H  5.17  -0.73  1.55
C  1.87  -3.83  1.26
H  -3.32  0.93  1.40
H  -0.94  -5.43  -0.17
H  1.14  2.16  3.03
H  -1.42  -1.05  -4.62
O  -2.99  -3.57  -1.92
H  -2.18  0.56  5.98
O  0.96  -1.65  -4.66
C  0.51  1.59  2.35
H  0.07  5.00  0.99
H  -4.26  5.74  2.84
H  4.48  5.16  1.25
H  2.07  -4.98  -1.63
H  -5.18  1.03  6.18
H  3.73  3.23  -3.46
H  0.63  -1.58  4.03
N  3.05  3.09  -2.74
C  0.40  -0.52  3.96
H  -3.90  -3.02  -0.10
C  -3.71  0.17  2.08
C  1.05  -0.61  6.18
H  -2.10  1.81  3.79
N  2.04  5.92  2.61
H  3.53  6.05  0.14
H  -4.87  5.71  0.49
N  1.02  -4.12  2.19
H  -0.65  -0.36  4.22
H  -4.11  0.07  7.15
N  5.70  -0.62  -0.65
H  -2.60  3.36  0.99
H  1.47  -2.39  -7.00
H  0.75  1.91  1.34
O  1.45  -3.24  0.29
N  -1.27  -5.23  -3.47
H  0.12  -3.78  1.87
C  -4.21  3.91  -0.46
O  2.91  -7.11  -1.32
H  -1.63  2.81  -2.70
H  2.30  2.20  -4.89
H  5.34  -2.48  -2.26
H  3.70  2.01  -0.26
H  3.28  -4.48  2.55
H  -0.31  1.79  -2.62
C  4.52  -0.85  -0.22
H  1.22  0.99  -4.19
O  -5.14  4.03  1.74
H  6.60  -2.82  -3.39
H  -3.91  2.99  5.74
H  -4.53  -0.57  5.66
H  -3.35  -5.15  -0.70
H  -1.62  -1.24  -6.31
C  -2.72  3.80  0.00
H  4.48  -7.53  -3.35
C  0.22  -1.66  -5.59
H  -3.84  -1.88  -1.30
H  -4.94  4.33  3.68
H  -3.91  1.18  -4.08
H  3.04  -4.54  -3.05
H  -1.87  -6.74  -2.25
O  3.65  4.05  -0.31
H  1.58  -1.56  6.28
C  2.18  4.96  1.53
N  -0.12  -0.61  1.62
O  1.14  0.15  4.97
C  -1.78  -5.66  -2.17
O  -3.17  0.12  3.33
H  4.52  -6.01  -3.92
H  2.23  4.04  2.11
N  -1.32  1.85  -2.64
H  1.59  6.76  2.27
H  0.04  -6.34  -1.33
H  -3.96  -5.26  -2.27
H  -0.24  -1.54  1.98
H  -3.24  2.52  -3.27
N  1.91  1.73  -4.09
C  -2.07  0.96  -3.11
H  5.15  2.76  0.44
H  3.29  3.58  -1.89
O  4.73  -3.15  -5.21
C  -5.08  5.01  2.84
N  -0.99  -1.27  -5.51
C  0.81  0.08  2.51
C  3.53  5.13  0.72
O  -1.84  -0.22  -3.20
C  2.19  2.12  -2.89

As for the net charge: +1. The value obtained for the molar mass is 951.55 g mol⁻¹.

---

Molecular formula: C27H83N9O12
Method: DFT, ωB97M-V/def2-TZVPD

Geometry (Å):
H  -0.37  6.01  7.40
H  1.12  5.59  8.03
O  4.53  -5.01  -6.70
O  -8.03  2.20  1.88
H  -4.82  2.52  -3.73
H  7.56  -5.06  -6.19
N  4.66  -9.01  -2.09
C  -0.67  3.31  8.14
C  5.09  4.92  -2.31
H  1.71  -1.40  -2.38
H  -2.69  4.01  -4.18
O  -4.35  2.88  -4.49
C  4.44  -1.79  3.04
H  4.94  -8.40  -1.34
H  -7.33  -0.04  -1.31
H  -1.47  3.98  8.46
C  -1.75  -1.29  5.80
C  4.19  4.67  -3.55
C  -8.88  2.24  -1.17
N  1.28  3.22  7.03
C  1.48  -1.36  -1.32
H  4.71  -0.73  3.03
H  5.47  3.94  -1.99
O  5.48  -2.68  2.99
H  3.84  6.42  -1.26
H  -3.37  -8.19  1.06
O  -3.95  -5.72  -0.71
H  -0.01  3.07  8.97
H  6.81  -6.46  -6.78
H  -9.32  3.09  -0.65
H  -1.94  -0.39  -1.29
N  6.14  5.84  -2.73
H  -1.80  0.89  1.93
H  2.97  -7.33  -3.47
H  1.42  4.10  -3.16
H  1.76  2.38  -3.31
C  2.78  -9.69  -1.10
C  -1.64  1.59  1.11
C  -0.83  6.57  1.92
H  1.99  3.56  -4.73
H  -1.35  6.19  1.04
C  1.29  -0.93  -7.02
H  0.81  7.94  6.54
H  3.82  -2.04  2.18
H  5.13  5.48  -0.35
H  0.24  -1.19  -7.07
H  -2.28  -6.63  1.79
H  2.33  -0.79  -0.93
C  -3.53  -6.39  0.21
C  0.47  -6.70  -3.04
H  -8.70  2.49  -2.22
H  1.84  -1.86  -6.86
H  6.93  -3.55  -5.38
H  2.02  3.64  6.47
N  -6.86  0.85  -1.29
H  5.75  6.77  -2.82
O  1.77  -0.35  -8.21
O  1.13  5.95  6.01
H  -9.70  1.55  -1.03
O  0.21  -0.67  -1.32
H  2.43  7.32  6.96
N  -2.46  0.10  -0.57
H  -0.68  2.07  1.30
H  -1.87  -2.28  5.37
H  -6.92  2.63  -0.36
H  2.84  -9.67  -3.08
H  0.88  6.26  2.83
H  1.30  -0.28  -6.15
H  3.00  -6.87  -1.85
C  0.03  3.94  6.97
C  2.62  -7.66  -2.50
H  1.98  7.76  5.33
H  -2.55  -0.63  0.13
H  3.27  -10.57  -0.68
H  5.69  -2.99  3.88
H  -4.00  4.52  -3.19
H  0.92  -6.25  -3.92
C  -3.78  4.11  -4.17
H  -1.25  6.32  2.89
O  3.49  3.44  -3.30
H  -1.17  1.62  -0.94
H  4.69  4.56  -4.50
H  -7.71  0.96  3.58
C  -1.30  0.87  -0.16
H  -0.55  -7.05  -3.22
H  -5.94  0.79  -0.88
N  5.97  -3.71  -5.62
C  -8.37  1.69  3.12
H  -0.48  -0.92  0.63
H  3.61  4.72  -0.84
H  -6.94  0.59  1.35
N  -2.76  -5.95  1.21
C  1.61  7.27  6.24
H  -2.44  2.34  1.08
H  3.94  -1.98  3.99
H  -0.99  7.65  1.83
H  0.41  -6.00  -2.21
O  0.59  6.47  1.95
C  5.67  -4.81  -6.25
H  1.45  -2.26  -0.70
O  -0.50  -0.73  5.29
H  4.90  -9.95  -1.80
H  -8.65  0.53  1.01
C  -0.15  -0.18  -0.10
C  3.24  -9.02  -2.31
O  1.16  -7.79  -2.59
N  -3.92  -7.66  0.40
H  -4.01  4.80  -4.99
C  4.35  5.47  -1.12
H  6.88  6.07  -2.09
C  -7.78  1.18  0.96
H  -2.54  -4.97  1.24
H  -2.70  -0.85  5.48
C  0.50  5.40  7.16
H  3.61  5.59  -3.58
H  -1.09  2.40  7.70
C  -7.57  1.76  -0.46
H  5.24  -3.03  -5.43
H  -0.31  0.07  5.78
C  2.05  3.37  -3.66
H  -9.36  1.22  3.11
H  1.72  -9.90  -1.14
H  -4.46  -8.22  -0.24
N  6.72  -5.61  -6.24
H  -8.58  2.54  3.77
H  1.40  0.53  -8.27
H  0.72  0.22  0.43
H  -0.39  3.79  5.98
H  2.94  -9.05  -0.23
H  -1.75  -1.56  6.85
H  1.59  3.21  7.99

As for the net charge: 0. The value obtained for the molar mass is 726.01 g mol⁻¹.

---

In order of appearance, HOMO-LUMO gap = 9.25; 8.75; 9.04 eV.